1) DFT (ωB97M-V/def2-TZVPD) results for 4 unconnected molecules or ions with the total composition C16H20F12O8.

```
56
Properties=species:S:1:pos:R:3:nbo_charge:R:1
F 1.75648 4.88374 3.31292 -0.32
C 0.12156 2.66329 -3.67095 0.72
C 0.85116 3.89544 -1.12935 -0.14
F -1.42157 -2.04207 2.01789 -0.31
F -1.60092 7.43771 -4.80400 -0.29
H 1.19019 1.63767 1.16626 0.23
O -0.14730 5.85963 -2.61414 -0.57
F -2.20086 2.55710 -4.13514 -0.31
H -2.75457 6.67831 0.51638 0.21
O 1.21755 -0.45437 0.71180 -0.50
O -1.55582 7.45334 -1.65122 -0.48
H -1.32970 3.87189 -0.97788 0.18
H 2.02784 3.45735 -5.96237 0.23
C -0.16899 -0.53530 0.76637 0.69
H 2.96282 2.22415 -6.68805 0.23
H -0.67175 2.91450 0.26597 0.23
C 1.95855 2.42904 -6.31716 -0.65
C 1.83111 0.87431 0.72513 -0.09
C -1.01503 7.36891 -0.33357 -0.08
C 1.99882 4.25650 0.97794 0.70
O -0.89771 0.44155 0.70519 -0.56
O 2.32219 3.03180 1.08753 -0.61
C 1.32533 1.41464 -5.36873 -0.08
H 2.10279 1.08199 -4.68097 0.19
F -1.56112 2.40901 -2.05483 -0.28
C 2.27982 1.29056 -0.69814 -0.63
C -1.18869 6.56171 -2.61603 0.71
H 2.68207 0.55489 -1.39463 0.21
C -0.50606 3.18699 -0.77633 -0.67
C -1.70677 6.37894 0.54072 -0.64
H 1.39481 1.71413 -1.17295 0.20
F -1.57323 4.32535 -3.14421 -0.30
O 1.06759 3.17772 -3.05438 -0.56
F -3.36548 7.01255 -3.51994 -0.32
H -1.12365 8.40965 -0.02835 0.20
F 0.23745 -2.85366 0.75667 -0.31
H -0.53473 2.27321 -1.36987 0.25
F 1.97166 6.49906 1.69950 -0.31
H 1.59789 3.12617 -1.32614 0.21
C 2.34018 5.25377 2.08070 0.91
H 2.68019 0.86944 1.40860 0.20
F -1.68262 -2.08828 -0.13419 -0.29
H 1.32681 2.50035 -7.20255 0.21
H -1.65817 5.36699 0.13860 0.22
H -1.42946 6.34719 1.59438 0.24
O 1.25869 4.73722 -0.08274 -0.47
C -1.32424 3.00706 -3.21452 0.92
H 1.14204 0.49319 -5.92139 0.20
F 3.63536 5.28616 2.29136 -0.29
H 0.04834 7.13022 -0.31426 0.21
F -2.24164 5.45515 -4.41868 -0.30
H 0.81874 4.45133 -2.06639 0.27
O 0.17112 1.78437 -4.70771 -0.47
C -2.09329 6.65021 -3.86687 0.90
H 2.90627 2.16935 -0.54522 0.24
C -0.78068 -1.94974 0.82704 0.91
```

As for the net charge: 0. The orbital gap comes out at 0.3559 Eh. The structure (SMILES) is CCOC(=O)C(F)(F)F.CCOC(=O)C(F)(F)F.CCOC(=O)C(F)(F)F.CCOC(=O)C(F)(F)F.

---

2) DFT (ωB97M-V/def2-TZVPD) results for 4 unconnected molecules or ions with the total composition C16H20F12O8.

```
56
Properties=species:S:1:pos:R:3:nbo_charge:R:1
O -3.69316 1.84753 0.14550 -0.60
C -2.13108 2.34148 1.99819 0.90
H 2.56378 6.45225 -0.40326 0.21
F -4.63085 -3.61215 -3.06886 -0.35
C 1.72903 5.61495 -0.44147 -0.63
H -1.23544 0.02201 -2.76305 0.21
F -4.33886 -5.63076 -2.40043 -0.27
O 0.24459 -1.79379 1.92244 -0.54
H -1.33168 -4.15667 1.10646 0.22
C 2.43510 1.96302 1.97766 -0.62
H -0.68269 -4.10491 -0.55022 0.19
F 4.43084 1.65246 -1.52167 -0.32
F -1.04757 3.08305 1.92705 -0.29
C 1.48095 4.68285 -1.57531 -0.08
O 1.46306 2.31534 -2.92540 -0.54
F 2.97104 -1.99284 4.13002 -0.30
F 3.88873 0.99962 -3.56571 -0.30
H -0.15185 0.79614 -1.49316 0.22
O 1.94780 -0.32404 2.53887 -0.51
F 1.07383 -1.90657 5.25559 -0.28
C -4.28502 -4.44581 -1.92738 0.90
H 1.31818 5.18361 -2.53629 0.19
O 2.54990 3.90077 -1.76037 -0.48
H -1.63494 1.52666 -2.18485 0.21
H 0.49857 -5.75680 -0.08738 0.22
H 0.92568 6.22157 -0.22592 0.22
C -2.93268 -4.00912 -1.39944 0.69
F 4.78598 3.04747 -3.16253 -0.30
F -5.36608 -4.20246 -1.05621 -0.32
C -0.63431 -6.03253 -0.04428 -0.64
C -2.06269 0.02158 -0.90439 -0.05
H 2.01049 5.18922 0.45672 0.21
F 1.29558 -3.50956 3.87269 -0.32
C 1.60072 -2.15976 4.07174 0.91
C -2.54448 1.65100 0.79619 0.65
C 3.94140 2.08502 -2.72874 0.91
F -3.13365 2.97919 2.67399 -0.29
H 2.16861 2.93020 1.35265 0.21
C -1.19179 -4.69599 0.08820 -0.09
H 0.58978 0.77270 1.48453 0.20
H -0.96612 -6.69865 -0.89516 0.24
O -2.46849 -4.84984 -0.48876 -0.47
O -2.43392 -2.96075 -1.85328 -0.55
H -3.05123 -0.00556 -1.14860 0.21
H 2.20019 2.18380 2.96582 0.22
H 0.55789 4.20711 -1.23549 0.20
O -1.90870 0.65650 0.40004 -0.45
H -1.77931 -1.01700 -0.56625 0.20
C 1.65413 0.67877 1.55500 -0.07
F -1.76875 1.35902 2.84113 -0.32
C 2.48345 2.78205 -2.49269 0.71
H -0.75226 -6.60155 0.93153 0.22
C 1.11818 -1.44596 2.80380 0.69
H 3.38330 1.90351 1.63976 0.22
C -1.05747 0.56687 -2.01769 -0.59
H 1.90430 0.29576 0.48864 0.19
```

As for the net charge: 0. The orbital gap comes out at 0.3822 Eh. The structure (SMILES) is CCOC(=O)C(F)(F)F.CCOC(=O)C(F)(F)F.CCOC(=O)C(F)(F)F.CCOC(=O)C(F)(F)F.

---

Least stable of them? 1).

---

1) DFT (ωB97M-V/def2-TZVPD) results for a molecular structure, C8H14N2.

```
24
Properties=species:S:1:pos:R:3:nbo_charge:R:1
H 1.77714 0.02470 -0.70981 0.25
H -1.65578 -0.22581 -1.30754 0.21
H -1.91741 1.53819 -1.53615 0.22
C 1.77573 -2.30866 -1.59424 -0.04
H 2.27974 -2.98245 -2.30422 0.19
H -0.19294 0.74111 -1.71716 0.24
N 1.28303 -1.19090 -1.98367 -0.38
H 0.48909 2.66915 -0.30033 0.22
C -0.83055 1.04371 0.36970 0.09
C 1.46655 -1.76894 0.51160 -0.18
C -0.18614 2.44773 0.54933 -0.60
C -1.17485 0.80408 -1.17915 -0.63
C 1.00960 -0.56071 -0.12208 0.04
H 1.35471 -1.75612 1.57118 0.21
H -1.03283 3.20054 0.45570 0.19
C 1.78398 -2.82070 -0.31266 -0.27
H -1.65094 0.67178 2.34432 0.22
H 0.20521 2.60113 1.52341 0.21
N 0.25783 0.23691 0.78150 -0.60
H -2.29166 -0.37501 1.12852 0.20
H -0.17232 -0.39916 1.39062 0.36
C -1.97831 0.76739 1.27706 -0.63
H 2.38782 -3.70911 0.08831 0.23
H -2.98667 1.35115 1.07576 0.24
```

As for the net charge: 0. The orbital gap (alpha / beta) comes out at 0.3107 / 0.3107 Eh.

---

2) DFT (ωB97M-V/def2-TZVPD) results for 2 unconnected molecules or ions with the total composition C8H14N2.

```
24
Properties=species:S:1:pos:R:3:nbo_charge:R:1
C 0.34739 1.90254 -0.64572 -0.41
C -0.21123 0.03963 -2.12842 -0.40
H 1.21615 -1.86760 2.61383 0.42
H 0.65991 0.62486 2.66232 0.20
H -1.33750 1.94463 -2.09680 0.21
H -1.58726 0.87731 -0.68454 0.22
H 0.34135 -0.93616 -0.27654 0.20
C 0.84269 -0.44302 -1.13148 -0.41
H 0.28755 0.36897 -3.06018 0.19
C -0.74565 -2.17866 1.81209 -0.12
N -1.24524 0.03017 1.85246 -0.46
C -1.70392 -1.22681 1.53843 -0.10
H -0.72847 -3.26303 1.70294 0.22
H 2.01310 0.77262 0.30044 0.20
H -0.95487 -0.73409 -2.40010 0.21
H 0.65779 2.84605 -1.13448 0.20
N 0.32351 -1.47375 2.30625 -0.53
H 1.56427 -1.16469 -1.56040 0.20
C -0.83168 1.24243 -1.40650 -0.41
C 1.50046 0.86589 -0.67626 -0.41
H -2.70247 -1.38364 1.13050 0.21
C -0.01825 -0.15390 2.31343 0.15
H 0.05526 2.14271 0.39467 0.21
H 2.25701 1.16745 -1.42602 0.20
```

As for the net charge: 0. The orbital gap comes out at 0.3595 Eh. The structure (SMILES) is c1c[nH]cn1.C1CCCC1.

---

Least stable of them? 1).

---

1) DFT (ωB97M-V/def2-TZVPD) results for 2 unconnected molecules or ions with the total composition C14H16.

```
30
Properties=species:S:1:pos:R:3:nbo_charge:R:1
C -0.54213 1.86637 -2.19271 -0.68
H -1.18618 1.23191 -1.48361 0.19
C -1.13628 -0.37069 3.06368 -0.02
H -2.59486 -0.90360 4.67587 0.20
C -0.85133 0.98226 3.64609 -0.63
H 4.16971 -0.32089 -3.43228 0.17
H -0.21762 -2.44021 0.40736 0.24
C -0.75508 -2.10263 1.36208 -0.20
H 3.89932 2.10491 -2.88620 0.17
C 0.87340 1.24716 -2.31988 -0.19
C -0.66358 -0.78567 1.78726 -0.21
H -1.67591 1.52123 4.04986 0.21
C -2.08629 -1.12249 3.65706 -0.22
H 2.04959 3.03376 -1.89069 0.18
H -1.05724 2.04419 -3.27269 0.16
C 3.15217 0.12371 -3.31818 -0.38
C 1.99711 2.01107 -2.26266 -0.24
H -0.04834 -0.01641 1.39501 0.22
H -2.18940 -3.75063 1.56847 0.20
H 1.89993 -1.60340 -4.22196 0.19
H -3.33073 -3.04688 3.34547 0.20
C -2.45128 -2.30146 3.09019 -0.23
H -0.12360 -0.64024 -3.05948 0.18
C 3.20371 1.45216 -2.89286 -0.33
C 1.94083 -0.63527 -3.55016 -0.23
H -0.23006 0.71269 4.45592 0.21
H -0.59093 2.91072 -1.71311 0.19
C 0.81675 -0.04768 -3.07314 -0.35
C -1.83895 -2.82366 2.00632 -0.23
H -0.43272 1.66966 3.05897 0.22
```

As for the net charge: -1. The spin multiplicity is 2. The orbital gap (alpha / beta) comes out at 0.0796 / 0.2383 Eh.

---

2) DFT (ωB97M-V/def2-TZVPD) results for 2 unconnected molecules or ions with the total composition C14H16.

```
30
Properties=species:S:1:pos:R:3:nbo_charge:R:1
C -3.55272 2.03989 1.65336 -0.35
H 3.80833 0.74388 -2.18749 0.20
H -0.57547 0.98378 0.29043 0.17
C -4.32742 1.20479 0.85801 -0.34
H 2.19458 1.30271 -0.30935 0.21
C 3.36907 -1.48481 -1.89536 -0.29
H -1.26408 3.25630 2.83240 0.20
H -4.02944 2.49908 2.32362 0.17
H 0.91688 0.16271 0.82956 0.22
H -4.44115 -0.32393 -0.90783 0.18
H 1.47802 -2.48075 0.80170 0.20
H 2.30924 -4.43551 -0.13832 0.21
C 2.66387 -2.35117 -0.98609 0.00
C -1.66393 1.12229 0.48591 -0.31
C -2.14158 2.13709 1.24498 -0.05
C 2.37091 0.36268 -0.65983 -0.25
C 1.53630 -0.46278 0.09961 -0.21
H -5.35219 1.51605 1.04920 0.19
C 1.81076 -1.87137 0.03777 -0.25
H -0.05324 2.81132 1.61736 0.19
H -1.27184 4.10442 1.53579 0.20
C -1.16977 3.05912 1.80905 -0.65
H 3.79505 -4.14942 -1.09294 0.20
C 2.78090 -3.90462 -0.99663 -0.64
H 3.73637 -1.93304 -2.82010 0.21
C -2.44466 0.35643 -0.49774 -0.34
H -2.06879 -0.07261 -1.40390 0.19
C -3.77040 0.28723 -0.18749 -0.23
H 2.11723 -4.39166 -1.73370 0.21
C 3.23918 -0.08813 -1.65200 -0.23
```

As for the net charge: -1. The spin multiplicity is 2. The orbital gap (alpha / beta) comes out at 0.0780 / 0.2633 Eh.

---

3) DFT (ωB97M-V/def2-TZVPD) results for 2 unconnected molecules or ions with the total composition C14H16.

```
30
Properties=species:S:1:pos:R:3:nbo_charge:R:1
C -0.14452 -1.71762 1.17620 -0.24
H -1.62909 1.73568 -2.24236 0.23
H 2.19091 -0.93326 0.58314 0.18
H -1.89230 -1.54629 2.32671 0.18
H 2.81973 1.09917 0.77176 0.22
H 0.28910 -3.37501 -1.70363 0.17
H -2.32443 3.67974 -0.75496 0.19
C -0.57069 3.71043 0.49289 -0.26
C 2.00796 -1.94641 0.10461 -0.61
H -0.91322 4.55795 1.13276 0.21
C -2.20101 -2.93786 0.59268 -0.44
H 1.35681 3.61433 1.43238 0.19
H 2.72752 0.78757 -0.89716 0.23
C 2.57596 1.62681 -0.16772 -0.64
C -1.34544 3.13207 -0.52716 -0.22
C -0.99074 2.07869 -1.32833 -0.21
C -1.51080 -3.32806 -0.61775 -0.23
C 1.22112 2.05685 -0.12874 -0.02
H 0.48958 0.53744 -1.48688 0.23
C 0.67346 3.18182 0.67749 -0.20
H 2.38770 -1.87435 -0.85761 0.18
H -3.20694 -3.27438 0.75943 0.18
C -1.44950 -2.09645 1.47388 -0.28
H 3.31036 2.27225 -0.37573 0.21
C 0.53837 -2.15399 0.05375 -0.23
H 2.60627 -2.75260 0.65724 0.13
H 0.36992 -1.15214 1.97948 0.17
C -0.15407 -3.03230 -0.79580 -0.29
H -1.93385 -3.94639 -1.36458 0.17
C 0.24188 1.52108 -0.99934 -0.19
```

As for the net charge: -1. The spin multiplicity is 2. The orbital gap (alpha / beta) comes out at 0.0849 / 0.2453 Eh.

---

Least stable of them? 2).

---

1) DFT (ωB97M-V/def2-TZVPD) results for 2 unconnected molecules or ions with the total composition C4H6O3S.

```
14
Properties=species:S:1:pos:R:3:nbo_charge:R:1
C 0.83601 0.57155 -0.16026 0.20
O -0.87240 -2.26284 0.72471 -0.88
S 0.51736 -2.31369 1.08225 2.01
C -0.57324 0.64096 -0.16624 0.00
H -1.72867 1.28334 -1.66429 0.22
C 1.56934 -1.54231 0.01227 -0.75
O 0.94511 -3.48074 1.75233 -0.85
H -0.49902 2.47015 -1.13949 0.20
H -2.15672 2.30750 -0.21834 0.24
H 1.68163 0.95455 -0.86217 0.24
C -1.35994 1.71673 -0.83603 -0.62
O 0.25963 0.99680 0.99465 -0.46
H 2.48891 -1.09938 0.49735 0.22
H -1.10800 -0.24261 -0.01674 0.22
```

As for the net charge: 0. The orbital gap (alpha / beta) comes out at 0.3020 / 0.3019 Eh.

---

2) DFT (ωB97M-V/def2-TZVPD) results for a single C4H6O3S molecule.

```
14
Properties=species:S:1:pos:R:3:nbo_charge:R:1
C 1.11289 -1.73897 -0.83677 0.65
O 0.77266 0.88730 0.52355 -0.49
H -1.97940 0.61708 -0.12071 0.25
H 1.52476 2.58240 -0.08381 0.19
H 0.31045 -0.87558 1.33803 0.20
H 1.04452 -2.24878 -1.83967 0.13
O 0.02188 -0.97590 -0.70147 -0.51
S -0.17437 2.06682 -1.68672 -0.07
H -1.63558 0.71540 1.65864 0.23
O 1.98428 -1.87624 -0.02876 -0.56
C 0.74610 1.86101 -0.37240 0.05
C -0.08841 -0.25404 0.50780 0.36
H -2.09089 -0.84875 0.89878 0.23
C -1.54888 0.08827 0.74352 -0.66
```

As for the net charge: 0. The orbital gap comes out at 0.3431 Eh. The structure (SMILES) is C[C@@H](OC=O)OC=S.

---

Least stable of them? 1).

---

1) DFT (ωB97M-V/def2-TZVPD) results for a gas-phase ion, C5H6NO (charge +1).

```
13
Properties=species:S:1:pos:R:3:nbo_charge:R:1
C 0.36504 0.65082 0.02932 0.63
H -0.32452 2.51317 0.80325 0.29
H -0.33415 -2.56632 0.56147 0.24
O 1.67608 1.06991 0.10775 -0.39
H -0.87417 -2.02017 -1.07741 0.25
C -0.58189 1.77539 -0.00692 -0.68
H -0.66185 2.17889 -0.93375 0.27
N 0.33137 -0.66644 0.03471 -0.34
C -0.62990 -1.77369 0.02730 -0.39
C 2.41388 0.00496 -0.02640 0.41
H -1.56708 1.34164 0.11580 0.26
C 1.71062 -1.18158 0.05772 0.22
H -1.52341 -1.32659 0.30715 0.23
```

As for the net charge: +1. The orbital gap (alpha / beta) comes out at 0.3192 / 0.2802 Eh. The structure (SMILES) is Cc1oc#c[n+]1C.

---

2) DFT (ωB97M-V/def2-TZVPD) results for 2 unconnected molecules or ions with the total composition C5H6NO.

```
13
Properties=species:S:1:pos:R:3:nbo_charge:R:1
H 2.71505 0.99717 -0.44578 0.27
C -0.91317 -1.48975 -0.10885 0.34
C 0.63067 1.99182 -1.08346 -0.30
O -2.16682 -1.02658 0.01706 -0.30
H 0.51914 2.85774 -0.36188 0.20
C -1.54745 -0.45069 1.04664 0.49
C -0.61402 -1.58884 1.32523 -0.56
H -0.30254 -1.45646 -0.95806 0.26
N 0.40179 0.71900 -0.42644 -0.41
H 0.32712 2.22951 -2.17245 0.23
C 1.62679 1.00443 -0.53709 0.13
H -1.13337 -2.35834 1.86810 0.33
H 0.45679 -1.42900 1.83698 0.31
```

As for the net charge: +1. The orbital gap (alpha / beta) comes out at 0.2950 / 0.2950 Eh.

---

Least stable of them? 2).